(1)
A structure of composition C3H7CdINO at a distorted geometry, computed with ωB97M-V/def2-TZVPD.

Geometry as XYZ:
```
14
Properties=species:S:1:pos:R:3:forces:R:3
H 0.480 -0.427 0.367 -0.099 0.064 0.089
H 0.664 -0.227 -2.320 -0.174 -0.061 -0.224
O -2.220 0.184 -1.083 0.217 -0.017 0.068
I 2.801 0.380 2.184 1.628 0.320 -0.724
C -1.366 0.157 -0.215 -0.971 0.261 -0.224
Cd 5.310 0.842 0.966 -1.602 -0.291 0.764
C 0.319 -1.007 -1.642 -0.029 0.177 0.542
H -2.417 0.355 1.684 -0.109 -0.101 -0.298
H -1.816 1.856 0.995 -0.129 -0.054 -0.154
N -0.167 -0.423 -0.397 1.041 -0.426 -0.003
C -1.589 0.799 1.133 0.275 0.289 0.632
H -0.448 -1.622 -2.099 -0.052 0.075 -0.144
H -0.724 0.764 1.805 0.059 -0.138 -0.183
H 1.172 -1.632 -1.377 -0.055 -0.096 -0.142
```
Positions in Å, forces in eV/Å.

The charge is +1. The energy above the lowest of the compared OMol25 structures with the same formula, charge and spin is 55.1 kcal/mol.

These are the Mulliken partial charges, in e, on atoms 1 to 2: H 0.089; H 0.269

(2)
A cluster of 10 separate species, C19H61N17O10 in total at a distorted geometry, computed with ωB97M-V/def2-TZVPD.

Geometry as XYZ:
```
107
Properties=species:S:1:pos:R:3:forces:R:3
H -29.305 -0.750 5.843 0.445 -0.145 -0.173
H -22.501 -0.686 0.501 -0.138 -0.117 -0.510
H -19.927 -4.564 0.993 0.913 -0.347 -0.189
C -19.637 -5.041 7.357 0.273 -2.044 0.142
H -20.368 -4.253 3.922 -0.128 0.201 0.424
O -21.797 -3.700 2.474 0.201 -0.177 0.155
H -26.944 -4.534 3.254 0.420 -0.113 -0.391
H -18.478 0.518 7.668 0.042 0.386 -0.203
N -16.385 -2.510 0.531 0.541 -2.072 -2.785
N -26.658 -5.860 4.970 -2.327 -2.623 3.849
N -19.934 -0.705 -0.233 0.128 5.137 3.101
H -24.571 -3.222 6.127 0.166 0.622 -0.016
H -19.235 -3.568 -1.040 0.560 0.082 0.213
H -21.840 0.590 5.307 0.144 0.562 -0.165
H -22.029 -1.960 3.584 -0.228 0.697 -0.813
H -20.435 -7.127 1.649 0.391 0.422 -0.745
N -23.486 -4.821 7.413 0.532 -1.306 -0.016
C -27.440 -0.845 4.930 0.841 4.932 1.564
O -26.979 0.280 5.234 -0.851 -1.788 -0.276
C -19.838 -4.978 1.997 -1.570 -1.887 0.570
H -28.793 -2.223 4.998 -0.942 0.288 0.553
H -19.847 -3.973 7.424 1.322 0.383 -0.396
H -22.478 0.762 6.887 -0.099 -0.773 0.410
H -24.478 -1.844 7.203 -0.176 -0.388 0.139
H -20.000 -0.206 4.754 0.502 0.374 -0.080
C -24.320 -0.576 1.190 0.622 1.984 4.547
H -18.045 -4.641 2.511 1.272 0.064 0.504
C -20.753 -6.195 2.115 -1.076 -0.479 0.228
N -25.527 -0.918 0.846 -4.381 -1.893 -1.387
N -28.671 -1.249 5.236 -1.336 -1.375 -0.049
C -18.519 -1.087 6.178 1.564 0.189 2.010
N -19.117 -2.689 -0.556 -0.008 -1.828 -1.025
H -16.851 -0.013 7.268 -0.008 -0.092 -0.394
H -25.347 -4.169 2.768 0.232 -0.272 0.415
N -18.526 -5.524 2.422 -0.102 2.141 -1.125
H -27.072 -2.585 3.890 0.227 0.435 0.216
O -17.219 -0.742 1.534 -0.013 -0.729 0.446
O -20.735 -0.437 6.688 -0.669 -0.163 -0.837
H -23.188 -5.554 8.040 -0.288 0.109 -0.223
O -14.861 -4.910 2.164 0.191 6.368 2.397
H -23.857 -0.973 -0.645 1.142 0.049 -0.162
H -23.775 -5.029 6.467 0.332 -0.493 -0.001
H -17.415 -2.568 5.341 -0.133 -0.083 -0.364
H -14.634 -4.821 4.852 -0.108 -1.647 -1.985
O -24.475 -5.479 4.774 4.110 -0.761 1.728
N -13.746 -6.571 1.434 8.192 -3.504 -1.178
C -16.334 -7.350 5.723 -0.085 0.540 0.143
H -20.560 0.044 -0.496 0.463 0.044 -0.017
N -17.466 -1.560 5.313 0.324 -0.506 -1.248
H -23.560 -2.727 2.960 0.272 0.066 0.027
O -23.918 -3.445 9.172 0.293 -0.065 -0.345
H -25.825 -1.377 3.914 0.021 0.012 -0.031
H -16.665 -5.670 4.522 -0.965 0.266 0.022
C -16.627 -1.839 1.630 -0.688 3.100 0.560
C -25.595 -5.308 4.452 -0.707 -0.101 -0.713
O -20.830 -1.807 -1.878 0.819 -1.195 0.767
H -27.597 -5.501 4.869 0.372 -0.059 0.015
N -23.480 -0.706 0.253 3.360 -0.915 -4.401
H -16.177 -1.834 3.605 -0.622 0.216 -0.401
H -20.293 -1.841 5.209 0.122 -0.398 0.041
H -20.807 -6.537 3.148 -0.037 0.420 0.494
N -16.161 -2.368 2.748 0.687 -0.545 2.147
N -25.955 -4.605 3.446 -1.565 3.967 -5.254
H -16.672 -6.121 1.778 -0.987 -0.897 -0.131
N -24.428 -2.841 7.052 -0.880 0.948 -1.432
H -17.880 0.855 5.991 0.608 0.672 0.462
H -18.674 -1.888 6.900 -0.168 0.231 0.740
C -17.287 -5.107 6.561 -0.961 -0.783 -0.473
H -17.328 -7.796 5.747 0.030 0.012 -0.088
H -25.523 -1.639 0.139 -0.678 0.210 0.030
H -26.425 -6.228 5.881 -0.605 -0.298 0.118
H -15.797 -7.609 6.635 0.059 -0.087 -0.042
H -18.357 -2.505 0.083 -0.496 -0.312 -0.069
N -26.727 -1.700 4.234 1.737 -1.980 -1.698
O -23.956 -0.148 2.274 -0.555 0.275 1.669
C -22.555 -2.886 3.352 1.362 -0.158 0.754
H -19.971 -2.903 2.779 0.646 0.002 0.194
H -19.093 -0.499 0.287 -0.073 0.238 0.455
C -19.993 -1.750 -0.948 -1.857 -2.070 -3.340
C -23.944 -3.690 7.970 0.124 0.507 1.956
H -15.073 -4.338 6.000 -0.602 0.272 2.094
H -15.587 -3.199 2.778 -0.035 -0.100 -0.562
N -15.031 -5.286 5.655 0.718 1.284 0.907
C -16.405 -5.831 5.568 1.046 -0.096 -1.350
H -15.783 -7.688 4.845 0.052 -0.401 0.181
H -16.840 -5.271 7.541 0.041 0.526 0.323
H -26.382 -0.822 1.374 0.627 0.207 0.284
C -17.838 0.186 6.851 -2.563 -1.039 -0.445
H -22.535 -3.307 4.357 -0.704 -0.712 0.167
C -20.426 -3.886 2.898 -1.043 0.014 -0.583
H -22.666 -0.740 5.763 -0.326 -0.538 1.018
H -19.510 -5.501 8.337 0.219 0.582 0.355
H -15.956 -3.425 0.530 0.103 0.152 0.044
C -14.809 -6.003 1.729 -1.574 1.364 0.299
C -22.036 0.024 6.217 1.817 0.480 -1.413
H -12.919 -6.039 1.666 0.103 -0.406 0.005
H -17.389 -4.066 6.253 0.382 0.169 0.517
O -18.584 -5.691 6.510 -1.710 1.419 0.384
C -19.891 -0.901 5.587 -1.256 0.862 0.697
H -16.648 -2.078 -0.343 0.351 -0.121 0.199
H -21.783 -5.978 1.829 0.125 -0.044 -0.122
H -20.633 -5.392 7.087 0.278 -0.517 -0.808
H -13.663 -7.577 1.424 0.129 0.282 -0.260
H -16.592 -1.246 5.708 0.108 0.015 -0.066
H -15.766 -7.617 1.402 -1.056 0.087 -0.247
N -15.866 -6.612 1.420 -5.056 -3.413 -0.966
H -18.602 -5.905 3.355 -0.266 -0.008 0.317
```
Positions in Å, forces in eV/Å.

The energy above the lowest of the compared OMol25 structures with the same formula, charge and spin is 162.8 kcal/mol.

These are the Mulliken partial charges, in e, on atoms 1 to 2: H 0.242; H 0.133

(3)
A cluster of 8 separate species, C16H46IN4O7S in total at a distorted geometry, computed with ωB97M-V/def2-TZVPD.

Geometry as XYZ:
```
75
Properties=species:S:1:pos:R:3:forces:R:3
C 8.020 -1.260 -6.415 0.007 -0.048 -0.024
H 0.157 1.362 6.261 0.025 -0.023 0.134
H -1.949 0.297 7.104 -0.084 0.027 -0.065
O 3.402 -3.997 -2.398 -0.114 0.247 0.146
H 1.963 0.596 1.500 -0.222 0.019 -0.269
H 1.703 -5.080 -2.082 0.063 0.120 0.064
O 2.490 -0.379 -2.036 -0.056 0.111 0.308
N 1.466 1.473 1.444 0.563 -0.893 -0.175
H 8.484 -0.978 -5.467 0.014 0.096 -0.044
C 3.499 0.008 -2.974 -0.089 -0.459 -0.065
H -0.902 2.549 -0.449 0.103 0.208 -0.224
H -2.000 0.504 5.339 -0.081 0.089 0.101
H -6.723 6.092 0.356 -0.049 -0.007 0.000
H -7.316 2.687 1.294 0.076 -0.001 0.046
C 0.826 2.639 -2.337 -0.021 -0.135 -0.125
C 6.541 -0.923 -6.410 0.277 0.012 0.303
H 8.165 -2.334 -6.537 -0.034 0.017 -0.069
H -4.973 -1.173 4.556 -0.065 -0.028 0.072
H -3.592 -3.023 5.238 -0.029 -0.112 -0.017
H 3.330 -1.774 -4.172 0.132 0.010 -0.049
N -1.946 1.444 1.877 -2.951 -0.925 0.034
H -0.727 -0.274 1.400 -0.791 0.012 -0.065
H 4.036 -3.845 -3.109 -0.012 -0.057 0.069
C 3.292 -0.691 -4.300 -0.392 0.221 -0.015
H 3.440 1.089 -3.095 -0.079 0.000 0.143
H -5.063 4.217 0.514 0.008 -0.129 0.006
O 5.862 -1.612 -5.359 0.187 -0.183 -0.142
C -1.497 -0.015 6.162 -0.145 -0.074 0.103
C -1.591 2.687 2.104 1.215 2.048 0.202
I -2.791 4.321 2.591 0.235 -0.784 -0.122
H -6.202 -2.479 6.746 -0.034 0.157 -0.047
H 0.505 -0.236 6.932 0.119 -0.077 -0.163
C -4.207 -3.033 6.142 0.035 -0.035 0.088
O 0.537 -0.136 4.889 0.432 -0.200 -0.121
C -0.019 0.289 6.136 -0.265 0.235 -0.378
H -6.097 -3.113 5.097 -0.048 -0.102 0.116
H 1.901 -4.466 -3.732 -0.124 -0.088 0.024
H 0.091 0.329 4.174 -0.086 0.072 0.280
H 2.554 -1.337 -1.923 0.031 0.035 -0.112
H -6.411 3.766 -0.540 0.095 0.121 -0.053
H 4.050 -0.400 -5.018 -0.025 -0.065 -0.034
C -5.592 -2.494 5.845 0.304 0.004 -0.305
H -1.673 -1.083 6.027 0.041 0.003 0.060
H 0.962 1.564 -2.464 -0.004 0.018 -0.033
S -3.582 0.874 1.894 0.035 -0.255 0.026
N -0.832 0.710 1.609 2.231 1.205 -0.005
H 8.537 -0.742 -7.224 0.025 0.004 0.034
H -4.252 -4.055 6.522 0.041 0.000 -0.033
H 6.265 -1.340 -4.527 0.027 -0.057 -0.080
O -5.505 -1.155 5.358 -0.131 0.142 0.072
C -6.912 5.218 0.982 0.081 0.028 0.046
H 1.291 2.911 -1.384 0.015 0.126 -0.051
H 3.595 -6.673 -2.443 -0.072 -0.004 0.025
C 2.424 -4.918 -2.883 0.276 -0.041 -0.297
H -6.636 5.456 2.010 0.047 0.010 -0.028
H -3.707 -2.405 6.880 -0.062 -0.035 0.051
H 6.078 -1.225 -7.348 -0.115 -0.049 0.089
H -7.984 5.012 0.977 0.004 0.035 -0.093
C -0.648 2.991 -2.331 0.404 0.156 0.242
H 3.808 -6.066 -4.078 -0.085 -0.006 -0.069
H 2.007 2.304 1.252 -0.091 -0.054 0.299
H -1.121 2.703 -3.268 -0.105 -0.088 0.104
H -0.789 4.067 -2.191 -0.032 0.007 -0.111
H 4.480 -0.240 -2.554 0.066 0.120 -0.072
N -0.269 2.861 1.978 -1.306 -0.621 -0.205
O -6.372 2.878 1.321 0.332 -0.142 -0.033
C 3.069 -6.228 -3.289 0.028 -0.033 0.061
O -1.315 2.289 -1.279 -0.424 -0.229 0.195
C 0.173 1.631 1.667 0.559 0.260 0.080
H 6.392 0.155 -6.281 0.020 0.027 -0.158
H 2.323 -6.937 -3.651 0.029 0.001 -0.029
H 2.308 -0.452 -4.710 -0.006 0.082 0.087
C -6.133 4.015 0.488 -0.520 -0.005 0.010
H 1.349 3.159 -3.141 0.029 0.030 0.052
H -4.045 1.422 0.735 0.531 -0.070 0.211
```
Positions in Å, forces in eV/Å.

The charge is +1.

These are the Mulliken partial charges, in e, on atoms 1 to 2: C -1.093; H 0.251

(4)
A cluster of 12 separate species, H24O12 in total at a distorted geometry, computed with ωB97M-V/def2-TZVPD.

Geometry as XYZ:
```
36
Properties=species:S:1:pos:R:3:forces:R:3
H 1.347 -0.629 -3.433 0.380 0.540 0.819
O -0.850 -1.676 3.194 -0.299 -0.667 0.845
H 0.249 -0.268 -0.857 0.647 -0.146 0.003
O -3.266 0.710 0.709 -0.147 -0.022 0.862
H -2.965 0.558 -0.177 -0.208 -0.025 -0.902
O -1.380 -2.475 0.442 -1.498 -1.373 1.214
H 0.497 -0.116 0.749 -0.787 -0.445 -1.796
O 2.154 -0.242 -2.023 0.714 1.745 1.399
H -2.416 -0.973 -1.730 0.847 -0.147 0.361
H -1.067 -2.048 2.341 -0.041 -0.539 -0.953
O 3.242 1.106 0.199 0.272 1.466 0.782
H -1.313 -3.207 -0.162 0.361 -0.067 -0.290
H 3.063 -0.450 -2.285 -0.126 -0.152 0.068
H -1.148 -0.122 2.916 0.334 -0.065 0.230
H 2.039 -1.411 -0.091 0.348 -0.071 1.399
O 0.863 2.234 1.505 0.689 -1.664 0.027
O -1.325 2.120 -0.972 0.560 0.546 0.359
H 0.576 2.939 0.972 -1.073 1.561 -1.217
O 0.945 -1.016 -4.193 -0.364 -0.584 -1.768
H -2.447 0.666 1.212 -0.089 0.213 0.631
H -1.539 -2.058 3.760 0.302 0.257 0.005
O -0.176 -0.133 -0.010 0.407 0.351 1.629
H -0.990 1.807 -1.803 -0.156 0.029 -1.081
H -0.855 -1.734 0.210 0.938 1.192 -0.833
H 2.536 1.778 0.123 0.202 -0.194 0.318
H 3.559 1.261 1.119 0.018 -0.119 -0.900
H 2.576 -0.262 0.716 -0.100 -1.032 0.191
H -0.785 1.573 -0.386 -0.476 -0.149 0.456
O 2.234 -1.177 0.857 -0.334 0.086 -1.318
O -1.211 0.846 2.899 -0.298 0.943 -0.222
H 1.545 -0.821 -4.931 -0.424 -0.118 0.331
H 1.379 2.639 2.183 0.461 0.435 1.060
H -3.777 -0.887 -2.139 -1.756 -0.553 -0.526
H 2.286 0.583 -1.461 -0.174 -1.609 -1.146
H -0.482 1.206 2.382 -0.108 -0.148 0.167
O -3.100 -0.319 -1.835 0.979 0.524 -0.204
```
Positions in Å, forces in eV/Å.

The energy above the lowest of the compared OMol25 structures with the same formula, charge and spin is 56.0 kcal/mol.

These are the Mulliken partial charges, in e, on atoms 1 to 2: H 0.430; O -0.676

(5)
The molecule C17H13ClFNO5, computed with ωB97M-V/def2-TZVPD.

Geometry as XYZ:
```
38
Properties=species:S:1:pos:R:3:forces:R:3
C 2.856 -1.498 0.770 -0.113 0.213 -0.046
C 3.505 0.936 0.723 -0.152 -0.016 -0.262
H -1.686 3.459 -0.392 -0.037 -0.132 -0.066
C 2.539 0.005 -1.242 0.169 0.239 0.217
H -3.658 3.125 0.973 -0.048 0.054 0.007
C 3.672 2.156 0.093 0.031 -0.131 0.172
H -1.990 1.969 -1.314 0.047 0.065 0.116
C 2.927 -0.158 0.086 0.389 0.054 -0.054
H -5.011 0.920 0.574 0.120 0.013 0.086
C 0.374 -1.500 0.658 -0.580 0.220 -0.084
C 3.268 2.287 -1.224 -0.034 -0.114 0.066
H -3.572 0.855 1.617 -0.059 -0.032 -0.112
H 4.115 2.976 0.634 0.040 0.067 0.081
O 3.858 -2.092 1.086 0.189 -0.002 0.025
O -1.495 -4.402 -0.560 -0.438 -0.084 -0.281
H 3.396 3.229 -1.733 0.012 0.087 -0.048
O -1.191 1.775 0.575 -0.006 -0.335 0.347
Cl 1.846 -1.326 -2.096 0.020 -0.050 -0.260
C -3.522 2.437 0.139 0.385 -0.488 0.005
O 0.482 -4.411 0.455 -0.026 -0.034 -0.010
H -1.310 -5.353 -0.613 0.186 0.205 0.148
C 0.115 -0.143 0.803 -0.190 -0.046 0.048
C -0.665 -2.334 0.193 -0.062 0.287 0.037
N 1.616 -2.033 0.960 0.116 -0.637 0.409
C -1.107 0.421 0.456 0.078 -0.215 -0.191
H 0.865 0.525 1.190 0.032 0.067 0.037
C -1.904 -1.772 -0.103 0.122 0.218 0.070
C -2.151 -0.416 0.022 0.036 -0.059 0.131
H -4.145 2.764 -0.694 -0.028 0.061 -0.018
C 2.703 1.216 -1.895 -0.067 -0.097 -0.074
C -3.924 1.030 0.592 -0.262 0.402 0.302
H 2.392 1.311 -2.923 -0.031 -0.015 -0.100
O -3.424 0.014 -0.258 0.244 -0.027 -0.307
C -2.064 2.436 -0.325 -0.405 0.357 -0.363
C -0.478 -3.785 0.054 0.336 -0.285 0.150
H -2.711 -2.405 -0.434 -0.092 -0.022 -0.011
H 1.612 -3.039 1.143 0.098 0.267 -0.083
F 3.869 0.820 2.009 -0.023 -0.054 -0.083
```
Positions in Å, forces in eV/Å.

These are the Mulliken partial charges, in e, on atoms 1 to 2: C -0.102; C 0.927

Kohn-Sham gap? In order: 3.016, 8.958, 8.815, 8.586, 8.714 eV.
Electronic energy? In order: -19418.742, -66499.729, -56557.575, -24959.268, -44808.133 eV.
HOMO? In order: -11.8, -9.3, -11.9, -9.3, -8.4 eV.